{
  "formula": "C44H67F2N7O6",
  "method": "ωB97M-V/def2-TZVPD",
  "orbital_gap_ev": 9.51,
  "lumo_ev": 0.478,
  "largest_force_ev_per_a": 1.0,
  "e_homo_ha": -0.3318,
  "e_tot_ha": -2751.22306,
  "molar_mass_da": 828.06,
  "species": ["F", "F", "O", "O", "O", "O", "O", "O", "N", "N", "N", "N", "N", "N", "N", "C", "C", "C", "C", "C", "C", "C", "C", "C", "C", "C", "C", "C", "C", "C", "C", "C", "C", "C", "C", "C", "C", "C", "C", "C", "C", "C", "C", "C", "C", "C", "C", "C", "C", "C", "C", "C", "C", "C", "C", "C", "C", "C", "C", "H", "H", "H", "H", "H", "H", "H", "H", "H", "H", "H", "H", "H", "H", "H", "H", "H", "H", "H", "H", "H", "H", "H", "H", "H", "H", "H", "H", "H", "H", "H", "H", "H", "H", "H", "H", "H", "H", "H", "H", "H", "H", "H", "H", "H", "H", "H", "H", "H", "H", "H", "H", "H", "H", "H", "H", "H", "H", "H", "H", "H", "H", "H", "H", "H", "H", "H"],
  "coordinates": [[-1.56483, -1.88427, 1.66842], [-6.41771, -1.95797, 4.05058], [3.07770, 2.55220, 1.15932], [2.68258, 2.84500, 3.35646], [-3.16375, -3.53342, 1.70589], [-1.90413, -2.65388, -0.82491], [-6.80542, -0.30608, 0.31061], [-7.39189, -2.12352, -0.87125], [5.73522, 0.74391, -5.27381], [-2.69796, 1.63296, -0.70324], [5.26329, 5.70493, -2.75641], [-1.54704, -4.90765, 3.43374], [-1.51893, -6.72987, -2.06765], [2.20490, -3.54257, 1.52584], [-0.66280, 6.24934, 0.79463], [-0.88324, -2.04379, -1.61725], [-5.29637, -2.21439, 0.26565], [4.13874, 7.30971, -1.37628], [-1.44293, -3.63645, 0.08217], [6.59038, 3.39201, -5.44365], [-1.64355, 8.72880, -0.00726], [4.17283, 5.01310, -0.73436], [3.32794, 1.13516, 1.17816], [2.93765, -3.87084, 0.46341], [-5.15565, -3.65603, 2.87451], [2.34040, 3.01540, 2.21356], [2.14145, 0.35604, 0.59443], [-0.91377, -5.88731, -1.02364], [-0.47250, 6.70196, -0.44253], [2.77464, -3.66762, 2.72179], [7.37362, 2.36162, -5.93826], [1.11823, 3.76227, 1.79268], [-3.23695, -0.54253, 3.79058], [-2.92580, 0.34509, -1.38516], [-1.81824, -3.24326, 1.52551], [-0.87242, -3.98660, 2.50777], [-1.85171, 8.27083, 1.28370], [4.24367, -4.32901, 0.54220], [-4.04904, -2.67212, 2.45131], [5.37214, 3.07935, -4.86461], [4.99464, 1.74592, -4.80360], [-6.50650, -3.06599, 3.19915], [-0.93810, 7.92872, -0.89132], [-1.34157, 7.02947, 1.63274], [-4.60119, -1.61345, 1.49957], [1.28077, -0.69537, -1.56617], [4.07442, -4.11189, 2.91032], [4.82355, -4.44990, 1.79478], [-3.42444, -2.06364, 3.73402], [-6.59956, -1.58960, -0.14121], [6.90151, 1.06143, -5.83032], [4.91166, 4.76445, -1.88060], [4.87814, 6.95207, -2.49398], [-1.55334, -1.32345, -2.79489], [-1.94681, 0.13547, -2.54856], [0.04080, -1.15635, -0.79511], [3.77733, 6.31684, -0.47928], [2.48774, -0.46788, -0.64719], [-1.95764, -5.02425, -0.29117], [3.53502, 0.83441, 2.20488], [1.73096, -0.29008, 1.37007], [-0.24780, -2.83500, -2.04442], [-2.42798, -1.90044, -3.09825], [0.97218, 4.60556, 2.46215], [-4.64633, -2.08569, -0.60092], [0.08013, 6.04538, -1.10682], [-7.04936, -2.75044, 2.30595], [1.53820, -1.45190, -2.31249], [-7.12262, -3.81146, 3.70475], [-2.66967, 1.51027, 0.29859], [-0.50327, -0.31225, -0.37380], [-0.14277, -5.24933, -1.46308], [4.04931, 1.46189, -4.35238], [6.91974, 4.42108, -5.50202], [4.73327, 3.85306, -4.46639], [-5.32006, -4.37386, 2.06799], [5.17686, 7.70129, -3.21925], [-3.77837, -0.99952, 1.14284], [-2.46220, -2.52775, 3.93136], [-4.78254, -4.23841, 3.71789], [-2.82163, -4.93300, -0.94388], [-1.48209, 6.63811, 2.63482], [-2.75817, -0.15477, 2.89447], [-5.45487, -3.28589, 0.34279], [8.33270, 2.55745, -6.39807], [3.85439, 8.34095, -1.21743], [-4.06062, -2.32419, 4.57802], [-2.39731, 8.86072, 2.00711], [4.23585, 0.97109, 0.60133], [-0.34697, -3.65426, 0.05115], [-2.80194, -0.46094, -0.67004], [-1.31105, -7.70588, -1.92594], [-4.19271, -0.03418, 3.91426], [0.24947, 3.11114, 1.89971], [-2.02505, 9.69243, -0.31902], [-3.94243, 0.31262, -1.78451], [-1.37682, -5.86827, 3.18099], [-2.26895, -5.55472, 0.60981], [5.23669, 3.75628, -2.11572], [-5.26155, -0.92803, 2.02505], [4.78962, -4.58116, -0.35626], [4.48611, -4.18942, 3.90696], [-0.75195, 8.24474, -1.90843], [-2.59239, -0.28945, 4.63140], [5.84164, -4.80124, 1.89977], [-0.17590, -4.55750, 1.90011], [-2.40943, 0.51258, -3.46481], [3.27508, 0.03604, -1.21301], [7.48654, 0.22973, -6.20785], [2.15655, -3.39690, 3.57185], [1.17829, 4.10393, 0.76511], [0.39099, -1.74920, 0.05419], [-1.19820, -6.46761, -2.98684], [1.37820, 1.08870, 0.32469], [-3.43744, 2.28787, -0.90932], [-7.60153, -0.30024, 0.85686], [-1.07696, 0.76864, -2.37769], [3.91215, 4.19868, -0.07141], [1.08597, 0.24303, -2.09003], [-0.40319, -6.53005, -0.30389], [-0.84447, -1.34196, -3.62638], [2.45010, -3.75893, -0.50059], [-0.34197, -3.22300, 3.07090], [2.89313, -1.44076, -0.35315], [-1.23741, -4.76738, 4.38278], [3.19663, 6.55432, 0.40364]],
  "atomic_forces_ev_per_a": [[-0.0675, 0.1214, -0.0352], [0.0028, -0.0429, -0.0160], [-0.3850, -0.2941, -0.2098], [-0.2564, -0.1713, -0.4622], [0.2428, 0.3950, -0.1098], [-0.1275, -0.0343, -0.0858], [0.2649, -0.1384, 0.5353], [0.1018, 0.0591, 0.4519], [0.0075, 0.0046, 0.0190], [0.0638, -0.1591, -0.1058], [-0.0394, 0.0074, 0.0378], [-0.0494, 0.3658, -0.1219], [-0.0033, 0.0771, 0.2577], [0.0636, 0.0177, -0.1000], [-0.0400, 0.0717, -0.0097], [0.0270, 0.1897, -0.2925], [0.3128, 0.4059, 0.0275], [-0.0016, -0.0273, 0.0066], [0.1412, 0.2801, 0.0811], [0.0389, 0.0202, -0.0088], [-0.0037, 0.0135, -0.0028], [-0.0260, -0.0097, 0.0286], [0.2368, -0.2442, 0.2876], [-0.0562, -0.0503, -0.0087], [0.1369, -0.1854, 0.0355], [0.3752, 0.0551, 0.5759], [0.2747, 0.1580, -0.0654], [-0.1169, -0.0832, -0.2588], [0.0319, -0.0609, -0.0097], [-0.0566, 0.0321, 0.0266], [-0.0164, 0.0088, 0.0110], [0.1011, 0.3411, 0.1488], [-0.0140, -0.1731, -0.2187], [0.1518, 0.3691, -0.1433], [-0.0585, -0.5479, -0.2593], [-0.6368, -0.6017, 0.3825], [0.0067, 0.0050, -0.0211], [0.0044, -0.0039, 0.0118], [-0.3957, -0.0453, 0.2902], [-0.0522, -0.0843, -0.0408], [-0.0113, -0.0289, -0.0015], [-0.1304, -0.0852, 0.0495], [-0.0088, 0.0135, 0.0139], [0.0107, -0.0286, 0.0203], [0.0646, 0.0148, -0.3774], [0.0375, 0.1157, 0.2286], [0.0179, -0.0076, -0.0198], [0.0077, 0.0031, 0.0054], [0.1213, 0.4458, 0.1431], [-0.4024, -0.2162, -0.5578], [0.0003, -0.0322, -0.0031], [0.0381, 0.0161, -0.0471], [0.0221, 0.0240, -0.0485], [0.2055, 0.2413, 0.1765], [-0.2723, -0.0214, -0.1021], [0.2512, -0.2468, 0.1626], [-0.0129, -0.0004, 0.0092], [-0.0767, -0.1553, -0.1100], [0.3010, -0.2931, 0.0778], [0.0405, 0.0525, 0.0386], [-0.1878, -0.0091, -0.0329], [-0.1168, -0.1453, 0.0366], [0.0131, -0.1128, -0.0108], [-0.0795, 0.0402, -0.0374], [0.1226, -0.1160, -0.1056], [0.0030, 0.0236, -0.0227], [0.0850, 0.1410, -0.0191], [0.0554, 0.0640, -0.1214], [-0.0142, 0.0256, 0.0242], [-0.0863, 0.0321, 0.0521], [-0.0479, 0.0414, -0.0009], [0.0064, 0.0762, -0.0076], [-0.0140, 0.0292, -0.0056], [-0.0056, 0.0085, 0.0226], [0.0056, 0.0330, -0.0112], [0.0036, -0.0246, 0.0023], [-0.0134, 0.0229, 0.0161], [0.1078, 0.0267, 0.1077], [-0.0216, -0.1962, -0.0983], [0.0459, 0.0104, 0.0201], [-0.1327, 0.1473, 0.0960], [-0.0184, 0.0225, 0.0051], [0.0591, 0.0226, -0.0336], [-0.0768, -0.0328, -0.0538], [0.0069, -0.0137, -0.0073], [0.0022, 0.0099, -0.0080], [0.0062, -0.1225, 0.0064], [-0.0009, -0.0048, 0.0133], [0.0137, 0.1165, -0.0962], [0.0023, 0.0557, 0.0845], [-0.0795, -0.1328, 0.0877], [0.0293, -0.0523, -0.0765], [0.0076, 0.0501, 0.0397], [0.0252, -0.0872, -0.0722], [-0.0022, 0.0043, -0.0017], [-0.1026, -0.2384, 0.1538], [-0.0211, -0.0695, 0.0464], [-0.2112, 0.0017, -0.0345], [-0.0004, -0.0134, 0.0323], [-0.1051, -0.1359, 0.1188], [-0.0059, 0.0045, -0.0141], [-0.0082, 0.0064, 0.0110], [0.0058, -0.0110, -0.0104], [-0.0764, 0.0475, 0.0969], [0.0053, -0.0006, -0.0002], [0.3376, 0.2376, 0.0427], [0.0760, 0.0553, -0.0465], [0.0165, 0.0370, -0.0387], [0.0237, 0.0175, -0.0091], [0.0209, -0.0008, 0.0146], [-0.0248, -0.0114, -0.0303], [-0.0396, 0.0218, 0.0588], [-0.0136, -0.0316, -0.0600], [-0.0841, 0.0138, 0.0396], [0.0013, 0.0853, 0.0480], [-0.2317, 0.1979, -0.3763], [0.1029, -0.0982, 0.0933], [0.0281, 0.0575, -0.0287], [-0.1184, -0.0678, -0.1587], [0.0938, 0.0568, 0.0575], [-0.0630, -0.0285, -0.0831], [0.0235, -0.0252, -0.0124], [0.2258, 0.0051, -0.1116], [0.0391, 0.1381, 0.0762], [0.0235, -0.0583, 0.0447], [-0.0081, 0.0009, 0.0008]]
}